{"formula": "C41H41InN4O5PTe", "method": "the ωB97M-V functional and the def2-TZVPD basis", "relative_energy_kj_mol": 106.5, "total_charge": 1, "energy_ev": -81129.0904, "e_lumo_ha": -0.130, "species": ["C", "N", "C", "O", "C", "H", "C", "C", "C", "C", "C", "C", "H", "C", "H", "H", "H", "C", "C", "N", "C", "H", "C", "H", "O", "In", "C", "H", "H", "C", "H", "C", "H", "C", "C", "C", "H", "C", "H", "C", "C", "H", "C", "H", "C", "H", "H", "H", "H", "C", "N", "H", "C", "H", "H", "H", "C", "Te", "O", "H", "C", "H", "C", "H", "H", "H", "H", "N", "H", "C", "H", "H", "H", "O", "C", "C", "H", "C", "C", "C", "C", "H", "C", "P", "H", "C", "C", "H", "H", "H", "H", "O", "C", "H"], "positions_angstrom": [[0.753, -2.120, -4.632], [7.003, -1.616, -1.264], [-3.863, 3.102, -1.786], [2.650, -1.346, 2.103], [4.379, -0.888, -3.406], [-0.256, -3.665, 5.280], [-2.133, 1.638, -2.650], [0.825, 2.148, -4.307], [3.320, -0.418, 2.653], [2.257, -4.490, 1.552], [-4.170, -0.464, 1.633], [3.253, 1.678, 4.142], [-3.879, -1.701, 3.789], [-4.362, 3.303, -3.085], [-0.948, -5.476, 0.513], [-0.298, -3.558, -5.848], [-0.720, 4.834, 3.627], [-0.781, -3.058, 4.529], [-2.162, -2.749, 4.685], [-0.764, -1.707, 2.474], [3.698, -0.440, -1.201], [-2.378, -0.892, 0.641], [-1.627, -2.159, -5.004], [1.546, -4.841, 2.294], [-4.410, -2.522, 0.164], [1.007, -0.971, 0.528], [-3.761, 2.648, -4.179], [-1.082, 4.008, 5.239], [-0.053, 2.983, 2.577], [-2.648, 1.857, -3.959], [2.871, -3.689, 1.944], [2.697, 0.836, 3.137], [-4.141, 2.783, -5.188], [-2.793, -1.908, 3.745], [-0.164, -2.499, 3.402], [2.674, 2.780, 4.754], [-4.854, -2.102, -0.585], [-2.044, -1.422, 2.629], [0.897, -2.636, 3.205], [1.736, 3.095, -4.788], [-2.627, -0.476, 1.577], [5.108, -1.088, 3.662], [-0.370, -2.685, -5.195], [-4.494, -0.162, 2.667], [2.534, 3.821, -3.871], [1.497, -0.683, -3.244], [3.281, 4.442, -4.339], [-0.428, 5.690, 5.170], [-2.185, 0.522, 1.702], [-1.782, -1.096, -4.092], [4.120, -0.903, -4.530], [-5.231, 3.905, -3.334], [1.439, 1.396, 2.577], [-4.881, -2.454, 2.199], [1.768, -2.481, -4.838], [1.795, 3.234, -5.852], [2.407, 3.545, -2.507], [1.165, -3.781, -0.192], [0.965, 4.329, 4.843], [5.275, 0.509, 2.866], [-0.905, -4.359, 0.479], [5.293, -1.032, 1.904], [1.421, 3.214, 4.240], [-4.313, 3.536, -0.896], [0.227, 1.608, -5.016], [2.996, -5.284, 1.277], [-5.990, -1.632, 1.240], [2.657, -0.229, -0.761], [-2.670, -3.118, 5.558], [0.687, 1.919, -2.928], [-1.175, -3.924, 1.432], [1.394, 2.391, -0.977], [-4.554, 0.218, 0.867], [-0.419, 0.353, -0.889], [1.442, 2.625, -2.043], [4.839, -0.500, 2.745], [-1.583, -4.022, -0.301], [-0.414, 4.704, 4.712], [0.871, 2.616, 3.069], [5.953, -1.206, -1.578], [0.597, -1.109, -3.682], [4.214, 1.310, 4.488], [-0.657, -0.527, -3.483], [-0.603, 0.801, -2.330], [3.189, 3.387, 5.552], [-2.832, 2.183, -1.590], [4.693, -0.813, -2.063], [-2.137, 1.403, -4.800], [3.023, 3.989, -1.733], [-2.802, -0.780, -3.868], [-2.442, -2.532, -5.601], [0.821, 0.799, 1.595], [-4.918, -1.778, 1.322], [-2.534, 1.851, -0.566]]}